# 1
ORCA calculation (ωB97M-V/def2-TZVPD) on a molecular structure, C3HCuO3 in a non-equilibrium geometry.

Positions of all 8 atoms, in Å:
H1 -1.66087 -0.36948 2.14049
O1 -2.72886 0.09550 -0.70946
C1 -1.93856 -0.09782 0.13967
C2 -1.13573 -0.28985 1.17981
O2 0.20140 -0.18753 1.17942
C3 2.42666 -0.37784 -0.51680
O3 2.48028 -0.94200 -1.56020
Cu1 1.40850 1.00309 0.57287

Atomic forces in eV per Å
0.3 -0.3 0.0
0.8 -0.5 1.2
-1.3 1.0 -3.2
3.2 0.3 2.2
-4.6 -1.7 1.0
0.6 -2.3 -5.0
-0.3 2.6 4.9
1.3 0.9 -1.1

## Properties
ΔE to the lowest compared entry with this formula, charge and spin ... 0.0 kJ/mol
Gap between HOMO and LUMO (alpha / beta) ... 4.15 / 7.70 eV
E_tot ... -53903.8873 eV
⟨S²⟩ ... 2.01
Spin multiplicity ... 3

Okay, here come the Löwdin numbers, in e, for every atom: 0.1298, 0.1800, -0.1120, -0.2299, -0.2354, -0.0468, 0.0244, 0.2899


# 2
ORCA calculation (ωB97M-V/def2-TZVPD) on a molecular structure, C22H25N6OZr.

Positions of all 55 atoms, in Å:
Zr1 -0.16058 0.06998 0.27727
C1 2.76617 3.35080 -1.39097
C2 1.58145 3.84065 -1.96008
C3 0.43905 3.06870 -2.04698
C4 0.47428 1.74685 -1.60384
C5 1.67613 1.23772 -1.03423
C6 2.81681 2.05979 -0.92978
N1 -0.64359 0.90019 -1.48770
C7 -1.96243 1.17219 -1.90135
C8 -2.35735 1.58278 -3.15959
C9 -3.71709 1.75143 -3.40425
C10 -4.68240 1.51022 -2.42002
C11 -4.30169 1.08966 -1.16408
C12 -2.93768 0.91942 -0.91786
N2 -2.37914 0.52828 0.30381
N3 -3.08953 0.38434 1.32236
C13 -2.34698 0.07440 2.47894
C14 -2.99929 -0.00088 3.68697
C15 -2.24196 -0.25179 4.83034
C16 -0.86932 -0.41889 4.71773
C17 -0.28744 -0.33230 3.46677
N4 -1.00314 -0.08716 2.35304
H1 3.64335 3.98068 -1.34422
H2 1.55560 4.85607 -2.33439
H3 -0.47395 3.48143 -2.45299
H4 1.86078 0.15811 -0.94630
H5 3.73816 1.65080 -0.53739
H6 -1.63011 1.76062 -3.94045
H7 -4.03378 2.07268 -4.38801
H8 -5.72932 1.65379 -2.64703
H9 -5.02774 0.89775 -0.38582
H10 -4.06984 0.14744 3.72321
H11 -2.72296 -0.30882 5.79847
H12 -0.25243 -0.60878 5.58482
H13 0.78481 -0.45591 3.34960
C18 2.30948 -3.20762 0.45877
N5 0.98273 -3.81993 0.35534
C19 0.90051 -5.18079 0.91209
C20 -0.05080 -3.17035 -0.14790
O1 -0.00673 -1.83410 -0.14731
N6 -1.12943 -3.72617 -0.66457
C21 -2.34393 -2.92509 -0.85999
C22 -1.14773 -5.08984 -1.22881
H14 3.05059 -3.93511 0.13142
H15 2.52821 -2.94023 1.49377
H16 2.39080 -2.33981 -0.18937
H17 1.44556 -5.17831 1.85480
H18 1.36050 -5.90962 0.24702
H19 -0.13067 -5.45165 1.11145
H20 -2.70252 -2.52533 0.08972
H21 -3.11525 -3.57765 -1.25657
H22 -2.17473 -2.12050 -1.57655
H23 -0.13587 -5.44157 -1.39765
H24 -1.65069 -5.03479 -2.19173
H25 -1.68665 -5.78198 -0.58482

Atomic forces in eV per Å
0.6 0.2 -0.4
0.0 0.0 0.0
0.0 0.0 0.0
0.0 0.1 0.1
-0.1 -0.2 0.1
-0.2 -0.2 0.3
0.0 0.0 0.1
0.0 -0.2 0.0
-0.1 0.0 0.0
0.0 0.0 0.0
0.0 0.0 0.0
0.0 0.0 0.0
-0.1 0.0 0.0
0.1 0.0 0.1
-0.2 0.0 -0.1
0.0 0.0 0.1
0.0 0.1 0.0
0.0 0.0 0.0
0.0 0.0 0.0
0.0 0.0 0.0
0.0 0.0 0.0
-0.2 0.1 0.1
0.0 0.0 0.0
0.0 0.0 0.0
0.0 0.0 0.0
0.1 -0.1 -0.4
0.0 0.0 0.0
0.0 0.0 0.0
0.0 0.0 0.0
0.0 0.0 0.0
0.0 0.0 0.0
0.0 0.0 0.0
0.0 0.0 0.0
0.0 0.0 0.0
0.0 0.0 0.0
0.0 0.0 0.0
0.1 -0.1 0.0
0.0 0.0 0.0
0.0 0.1 -0.2
0.0 0.1 0.4
-0.1 0.0 0.0
0.0 0.0 0.0
0.0 0.0 0.0
0.0 0.0 0.0
0.0 0.0 0.0
0.0 0.0 0.0
0.0 0.0 0.0
0.0 0.0 0.0
0.0 0.0 0.0
0.0 0.0 0.0
0.0 0.0 0.0
0.0 0.0 0.0
0.0 0.0 0.0
0.0 0.0 0.0
0.0 0.0 0.0

## Properties
Total charge ... +3
ΔE to the lowest compared entry with this formula, charge and spin ... 9.3 kJ/mol
Gap between HOMO and LUMO ... 5.78 eV
E_tot ... -35463.5431 eV
Spin multiplicity ... 1

Löwdin population analysis, charges in e, atoms 1 to 8: 1.9438, -0.0206, 0.0124, 0.0157, -0.2945, -0.1474, -0.0387, -0.1291


# 3
ORCA calculation (ωB97M-V/def2-TZVPD) on a molecular structure, C11H18N5OPdS2 in a non-equilibrium geometry.

Positions of all 38 atoms, in Å:
Pd1 1.01319 -1.14593 -0.59840
S1 3.22192 -1.20932 -0.36738
C1 2.87478 -1.46888 1.33354
C2 3.76848 -1.49445 2.39582
C3 3.24646 -1.65077 3.66502
C4 1.86714 -1.74967 3.84343
C5 1.05116 -1.71120 2.73287
N1 1.55429 -1.59885 1.50149
H1 4.82848 -1.37976 2.21958
H2 3.90774 -1.68312 4.52076
H3 1.43341 -1.86565 4.82564
H4 -0.02481 -1.79563 2.81225
C6 1.88827 4.56413 -0.80481
C7 1.62306 3.30978 -1.62357
S2 1.48547 1.84613 -0.59290
O1 1.27398 0.73853 -1.64231
C8 -0.13164 2.10279 0.16345
C9 -1.29664 2.04701 -0.80700
H5 2.07143 5.39928 -1.47894
H6 2.76623 4.44879 -0.16921
H7 1.03915 4.83194 -0.17698
H8 2.46127 3.06917 -2.27830
H9 0.72547 3.37398 -2.23757
H10 -0.06262 3.05272 0.69728
H11 -0.19581 1.31320 0.91526
H12 -1.28781 2.87891 -1.51001
H13 -2.22987 2.09868 -0.24668
H14 -1.28400 1.11670 -1.37269
N2 -3.39119 -3.44780 -2.41345
C10 -4.05939 -2.72375 -1.50376
N3 -5.38957 -2.82746 -1.45029
N4 -3.48098 -1.90087 -0.64071
C11 -2.18854 -1.76708 -0.68005
N5 -1.04184 -1.61061 -0.68962
H15 -3.86029 -4.05557 -3.06070
H16 -2.38963 -3.37713 -2.47239
H17 -5.90908 -3.43811 -2.05332
H18 -5.87766 -2.29011 -0.75535

Atomic forces in eV per Å
0.1 -0.2 1.0
0.2 0.2 0.2
0.1 0.0 -0.1
-0.1 0.0 0.0
0.0 0.0 0.0
0.1 0.0 0.0
-0.2 -0.1 -0.1
0.1 -0.2 -0.5
0.0 0.0 0.0
0.0 0.0 0.0
0.0 0.0 0.0
0.0 0.0 0.0
0.0 0.0 0.0
0.0 0.0 0.0
0.0 -0.3 -0.3
-0.3 0.1 -0.2
0.0 0.0 0.0
0.0 0.0 0.0
0.0 0.0 0.0
0.0 0.0 0.0
0.0 0.0 0.0
0.0 0.0 0.0
0.0 0.0 0.0
0.0 0.0 0.0
0.0 0.0 0.0
0.0 0.0 0.0
0.0 0.0 0.0
0.0 0.0 0.0
0.0 0.0 0.0
0.0 0.0 0.0
0.0 0.0 0.0
0.1 -0.1 0.0
-0.1 0.0 -0.1
0.1 0.4 0.0
0.0 0.0 0.0
0.0 0.0 0.0
0.0 0.0 0.0
0.0 0.0 0.0

## Properties
Total charge ... +1
Gap between HOMO and LUMO ... 7.19 eV
E_tot ... -46341.9638 eV
Spin multiplicity ... 1

Löwdin population analysis, charges in e, atoms 1 to 8: 0.6254, 0.6791, -0.7117, -0.0665, -0.0434, -0.0530, -0.1170, -0.0663


# 4
ORCA calculation (ωB97M-V/def2-TZVPD) on 2 unconnected molecules or ions with the total composition C8H13P.

Positions of all 22 atoms, in Å:
C1 0.07942 -0.23358 2.49505
C2 -1.35695 -0.60269 2.32118
C3 0.39630 0.75474 1.65206
C4 -1.80665 0.32491 1.24087
C5 -0.78106 1.11283 0.87577
C6 0.70530 -1.87588 -1.93069
C7 1.73129 0.38692 -2.11401
C8 1.77130 -0.91312 -2.33826
P1 -0.75780 2.42984 -0.38182
H1 0.72563 -0.71528 3.20588
H2 -1.92777 -0.44645 3.23972
H3 1.35219 1.23306 1.53456
H4 -2.80643 0.31907 0.84863
H5 1.14159 -2.75511 -1.45457
H6 0.15640 -2.21391 -2.81331
H7 0.00385 -1.40895 -1.24186
H8 2.52077 1.04363 -2.43718
H9 0.89968 0.84523 -1.59975
H10 -1.48131 -1.65036 2.03942
H11 2.60951 -1.35277 -2.86798
H12 -1.09082 3.46016 0.49870
H13 -2.08446 2.25770 -0.77242

Atomic forces in eV per Å
0.1 -0.1 0.2
0.1 0.1 -0.1
0.1 -0.2 0.2
0.2 -0.1 0.1
-0.5 0.2 -0.4
0.0 0.0 0.0
0.0 0.0 0.0
0.0 -0.2 -0.1
0.2 -0.1 0.0
0.2 0.0 0.1
-0.1 0.0 0.1
0.2 0.0 0.0
-0.2 0.1 -0.1
-0.1 0.0 0.0
0.0 -0.1 0.1
-0.1 0.0 0.1
0.2 0.1 -0.1
0.0 0.0 0.0
0.0 -0.1 0.0
0.1 0.1 -0.1
0.0 0.4 0.2
-0.4 0.0 -0.2

## Properties
Structure (SMILES) ... PC1=CCC=C1.C=CC
ΔE to the lowest compared entry with this formula, charge and spin ... 20.5 kJ/mol
Gap between HOMO and LUMO ... 9.59 eV
E_tot ... -17793.3175 eV
Spin multiplicity ... 1

Löwdin population analysis, charges in e, atoms 1 to 8: -0.0942, -0.1945, -0.1217, -0.1196, -0.5581, -0.1137, -0.0255, -0.2459


# 5
ORCA calculation (ωB97M-V/def2-TZVPD) on a molecular structure, C14H17CoN3S in a non-equilibrium geometry.

Positions of all 36 atoms, in Å:
C1 2.33390 2.43660 -4.38823
C2 1.89987 1.28710 -5.28623
H1 1.62640 3.26598 -4.44899
H2 3.30678 2.81749 -4.70349
H3 2.41364 2.12740 -3.34357
H4 1.00455 0.79129 -4.90342
H5 1.67537 1.65156 -6.29055
H6 2.69252 0.54209 -5.38402
C3 -0.90358 2.01063 2.08585
C4 -1.70700 2.49031 3.12942
C5 -2.80695 1.75977 3.58427
C6 -3.05535 0.53873 2.97431
H7 0.00296 2.54877 1.76179
H8 -1.46524 3.44665 3.58258
H9 -3.45073 2.12404 4.37974
H10 -3.88538 -0.10536 3.25441
N1 -1.17792 0.83709 1.44317
C7 -2.23097 0.10651 1.93116
C8 -2.40753 -1.16402 1.25590
N2 -1.46058 -1.40053 0.28207
C9 -1.53200 -2.56316 -0.42355
C10 -3.50674 -3.24737 0.80705
C11 -2.54786 -3.48768 -0.17548
H11 -0.75474 -2.71023 -1.17921
H12 -2.55601 -4.39295 -0.77883
C12 -3.42662 -2.06819 1.53667
H13 -4.12900 -1.79730 2.31863
H14 -4.29755 -3.95823 1.00149
Co1 0.00082 -0.30959 0.21408
C13 0.84008 -0.95772 -1.41782
H15 0.14435 -1.15702 -2.27300
H16 1.21503 -1.96674 -1.11401
H17 1.73014 -0.40496 -1.78285
S1 1.81590 0.27494 1.05956
C14 3.38589 0.06976 1.54982
N3 4.47820 0.08329 2.01261

Atomic forces in eV per Å
0.0 0.0 0.0
0.0 0.0 -0.1
0.0 0.0 0.1
0.0 0.0 0.1
0.0 0.0 -0.1
0.1 0.0 0.0
0.0 0.0 0.0
-0.1 0.0 0.1
-0.4 -0.7 -0.2
0.1 0.0 -0.1
0.4 -0.1 -0.5
0.2 -0.3 -0.4
-0.6 -0.4 0.1
0.0 -0.2 -0.1
0.2 0.0 -0.1
0.2 0.4 0.2
-1.0 1.4 2.0
0.7 1.5 0.1
0.5 -1.2 -1.6
-3.5 -3.5 1.0
-0.6 0.7 0.9
0.4 0.3 -0.1
0.2 0.0 -0.3
-0.4 0.0 0.4
-0.1 0.1 0.2
0.2 0.4 -0.1
0.0 -0.4 -0.2
0.0 0.0 0.0
1.5 0.9 -1.3
0.3 -0.5 -1.9
0.5 0.3 0.3
-0.1 0.5 0.0
-0.6 -0.3 0.1
1.6 1.6 1.7
3.0 -0.1 1.5
-2.7 -0.2 -1.4

## Properties
ΔE to the lowest compared entry with this formula, charge and spin ... 0.0 kJ/mol
Gap between HOMO and LUMO (alpha / beta) ... 5.30 / 6.11 eV
E_tot ... -67723.8865 eV
⟨S²⟩ ... 3.77
Spin multiplicity ... 4

Löwdin population analysis, charges in e, atoms 1 to 8: -0.1743, -0.1792, 0.0590, 0.0605, 0.0573, 0.0563, 0.0575, 0.0615